[1]
The following is a quantum chemistry calculation of C14H10Cl2FLiN as an isolated structure in a non-equilibrium geometry, from the Open Molecules 2025 dataset.

Geometry (Å):
Cl 2.749 -0.233 2.308
C 2.487 0.752 0.932
N 1.422 1.541 1.008
F -1.152 0.498 2.968
C 1.110 2.192 -0.117
Cl -0.435 2.934 -0.125
C 1.952 2.278 -1.242
C 3.124 1.528 -1.270
C 3.360 0.689 -0.174
H 1.638 2.941 -2.038
H 3.835 1.588 -2.092
H 4.178 -0.003 -0.091
C 0.017 -2.148 1.006
Li -3.676 -1.306 -0.516
C -0.280 -1.643 2.232
C -1.351 -0.599 2.112
C -1.429 -0.368 0.604
C -0.671 -1.360 -0.016
C -0.836 -1.619 -1.380
C -1.728 -0.846 -2.110
C -2.414 0.209 -1.508
C -2.336 0.388 -0.121
H 0.605 -3.028 0.777
H 0.222 -1.896 3.171
H -2.333 -1.026 2.442
H -0.301 -2.469 -1.813
H -1.827 -1.032 -3.183
H -2.986 0.893 -2.132
H -2.944 1.144 0.368

Computed properties:
Energy relative to the best compared isomer or geometry (same formula, charge and spin) (kcal/mol): 0.6
LUMO (eV): 2.64
Kohn-Sham gap (eV): 2.71
Total energy (eV): -44135.3556
Charge: -1


[2]
The following is a quantum chemistry calculation of one molecule with the formula C4H6N2 in a non-equilibrium geometry, from the Open Molecules 2025 dataset.

Geometry (Å):
C 0.157 -1.596 -1.335
C -0.518 -0.778 -0.340
C 1.047 0.729 1.414
N 0.108 1.609 1.376
N -0.943 1.554 0.445
C -0.885 0.453 -0.188
H 0.242 -1.137 -2.324
H 1.169 -1.737 -0.934
H -0.296 -2.581 -1.429
H 1.733 1.004 2.212
H -0.009 2.444 1.945
H -1.805 0.035 -0.841

Computed properties:
Energy relative to the best compared isomer or geometry (same formula, charge and spin) (kcal/mol): 161.5
LUMO (eV): 0.55
Kohn-Sham gap (eV): 8.67
Total energy (eV): -7218.5892
Charge: 0


[3]
The following is a quantum chemistry calculation of a 3-piece molecular cluster, C6H16O2 overall in a non-equilibrium geometry, from the Open Molecules 2025 dataset.

Geometry (Å):
C 0.564 1.054 1.131
C 0.118 -0.027 0.491
C -0.236 -0.182 -0.959
C 0.602 0.527 -2.029
C -0.494 -1.114 1.407
C -1.821 -1.699 0.887
H 1.220 1.812 0.715
H 0.340 1.177 2.184
H -1.219 0.262 -1.116
H -0.285 -1.245 -1.187
H 0.617 1.609 -1.924
H 0.148 0.247 -2.979
H 1.616 0.144 -2.139
H -0.581 -0.719 2.423
H 0.207 -1.923 1.650
H -2.352 -2.131 1.737
H -1.727 -2.448 0.112
H -2.422 -0.875 0.526
O -1.495 3.096 -0.661
H -0.863 3.789 -0.839
H -1.128 2.354 -0.230
O 3.367 -1.222 0.014
H 3.258 -0.764 0.853
H 2.566 -1.724 -0.068

Computed properties:
Energy relative to the best compared isomer or geometry (same formula, charge and spin) (kcal/mol): 26.8
LUMO (eV): 0.69
Kohn-Sham gap (eV): 10.17
Total energy (eV): -10575.3809
Charge: 0


[4]
The following is a quantum chemistry calculation of a 2-piece molecular cluster, C7H12O overall in a non-equilibrium geometry, from the Open Molecules 2025 dataset.

Geometry (Å):
C 2.343 -0.286 1.118
C 1.362 0.494 0.280
C 1.468 1.857 0.194
C 0.458 -1.396 -0.952
C 0.256 -0.202 -0.296
C -1.675 -2.452 -1.491
C -0.507 -1.968 -1.894
H 2.440 -1.328 0.823
H 3.324 0.171 0.989
H 2.087 -0.191 2.151
H 0.783 2.543 -0.292
H 2.352 2.332 0.609
H 1.443 -1.800 -0.954
H -0.723 0.265 -0.268
H -2.403 -2.904 -2.156
H -1.996 -2.441 -0.458
H -0.030 -2.034 -2.865
H -3.956 2.541 2.279
H -3.718 3.806 1.445
O -3.308 2.992 1.737

Computed properties:
Energy relative to the best compared isomer or geometry (same formula, charge and spin) (kcal/mol): 6.6
LUMO (spin up / spin down) (eV): -4.49 / -7.70
Kohn-Sham gap (spin up / spin down) (eV): 9.54 / 6.34
2S+1: 2
Total energy (eV): -9490.8328
Charge: +1


[5]
The following is a quantum chemistry calculation of a 5-piece molecular cluster, C16H29Cl9NO3P2 overall in a non-equilibrium geometry, from the Open Molecules 2025 dataset.

Geometry (Å):
C 2.614 -0.160 1.381
C 1.878 -0.570 0.110
C 1.036 0.564 -0.489
Cl -0.128 -0.055 -1.697
C 0.324 1.420 0.531
C 0.697 2.759 0.659
C 0.092 3.596 1.583
C -0.891 3.081 2.380
N -1.234 1.797 2.244
C -0.675 0.944 1.351
P -1.353 -0.762 1.338
P -3.365 0.022 0.952
O -3.922 0.485 2.232
O -4.205 -1.045 0.130
O -3.100 1.158 -0.100
H 3.168 -1.029 1.736
H 3.342 0.623 1.187
H 1.948 0.126 2.196
H 1.246 -1.445 0.258
H 2.623 -0.844 -0.639
H 1.700 1.227 -1.040
H 1.485 3.138 0.020
H 0.401 4.625 1.683
H -1.414 3.653 3.133
H -1.991 1.438 2.826
H -1.425 -0.991 2.726
H -4.414 -1.825 0.664
H -3.484 0.994 -0.997
Cl 4.400 1.837 3.401
C 5.884 0.950 3.863
C 6.873 0.875 2.731
Cl 6.284 -0.152 1.397
H 5.583 -0.040 4.195
H 6.327 1.483 4.702
H 7.798 0.430 3.094
H 7.091 1.857 2.321
Cl -3.990 0.730 -2.983
C -3.753 -1.005 -3.377
C -4.139 -1.299 -4.803
Cl -5.892 -1.136 -5.062
H -4.343 -1.583 -2.672
H -2.698 -1.227 -3.224
H -3.869 -2.325 -5.042
H -3.635 -0.634 -5.500
Cl 7.676 -2.384 4.220
C 8.582 -3.721 3.459
C 8.422 -3.720 1.961
Cl 6.760 -4.131 1.464
H 8.229 -4.650 3.898
H 9.630 -3.586 3.718
H 9.081 -4.468 1.525
H 8.662 -2.748 1.537
Cl -10.787 2.694 -5.016
C -9.725 1.367 -4.484
C -9.114 0.625 -5.644
Cl -10.322 -0.305 -6.564
H -10.313 0.702 -3.856
H -8.935 1.813 -3.882
H -8.379 -0.086 -5.271
H -8.623 1.306 -6.334

Computed properties:
LUMO (eV): -4.19
Kohn-Sham gap (eV): 7.70
Total energy (eV): -155972.2273
Charge: +1


[6]
The following is a quantum chemistry calculation of C32H24ClF5O5PdSSeTe as an isolated structure in a non-equilibrium geometry, from the Open Molecules 2025 dataset.

Geometry (Å):
Pd -1.119 1.553 0.338
O 3.282 -9.485 2.399
Cl 3.265 -9.867 0.898
O 1.863 -9.763 0.416
O 4.188 -8.919 0.154
O -2.388 2.552 -0.590
Te -1.938 4.778 -0.813
C -0.925 6.663 -1.281
C 0.273 6.810 -2.011
C 0.716 8.048 -2.392
C 0.043 9.198 -2.120
C -1.180 9.135 -1.399
C -1.598 7.854 -0.913
C 0.126 3.956 -0.402
C 1.057 4.632 0.401
C 2.312 4.071 0.416
C 2.714 2.935 -0.263
C 1.758 2.246 -1.030
C 0.479 2.787 -1.148
H 0.791 5.972 -2.342
H 1.596 8.141 -3.023
H 0.522 10.111 -2.447
H -1.707 10.092 -1.261
H -2.464 7.813 -0.287
H 0.749 5.460 0.890
H 3.083 4.539 0.989
H 3.712 2.513 -0.152
H 1.975 1.531 -1.762
H -0.224 2.423 -1.896
F -8.331 2.580 0.859
C -7.086 1.988 0.824
C -6.858 0.720 0.304
F -7.893 0.029 -0.232
C -5.581 0.206 0.272
F -5.400 -1.039 -0.270
C -4.473 0.879 0.845
Se -2.825 -0.110 0.937
C -4.723 2.122 1.370
F -3.787 2.870 1.931
C -5.982 2.674 1.306
F -6.115 3.938 1.803
O 0.635 0.194 1.076
S 0.780 -1.234 0.550
C 2.535 -1.672 0.474
C 2.743 -2.784 -0.536
C 3.311 -4.001 -0.167
C 3.424 -5.044 -1.123
C 3.254 -4.718 -2.474
C 2.740 -3.487 -2.836
C 2.399 -2.559 -1.926
C 0.128 -2.357 1.859
C 0.419 -3.804 1.703
C 1.215 -4.477 2.640
C 1.417 -5.825 2.642
C 0.629 -6.553 1.696
C -0.200 -5.935 0.794
C -0.321 -4.540 0.796
H 2.941 -1.890 1.481
H 3.049 -0.810 0.150
H 3.470 -4.196 0.864
H 3.568 -6.047 -0.713
H 3.151 -5.664 -3.162
H 2.250 -3.318 -3.852
H 1.918 -1.603 -2.196
H -0.904 -2.118 1.819
H 0.415 -1.979 2.797
H 1.740 -3.816 3.342
H 2.098 -6.305 3.289
H 0.815 -7.647 1.672
H -0.639 -6.476 0.014
H -0.884 -3.967 0.008

Computed properties:
Energy relative to the best compared isomer or geometry (same formula, charge and spin) (kcal/mol): 26.6
LUMO (eV): 3.84
Kohn-Sham gap (eV): 6.29
Total energy (eV): -156866.4514
Charge: -2